Density functional theory data (wB97M-V/def2-TZVPD) for a molecular structure, C35H43CoN7SSb.

Calculated values
HOMO (alpha / beta): -14.032 / -14.032 eV
total charge: +2
E_tot: -102408.6058 eV
molecular weight: 774.54 g/mol
frontier orbital gap (alpha / beta): 7.44 / 7.25 eV

XYZ file:
```
88
C35H43CoN7SSb | OMol25 | wB97M-V/def2-TZVPD
Co 0.02 -0.04 0.06
N 1.98 -0.13 -0.19
C 2.75 0.86 -0.98
C 2.44 2.28 -0.54
C 1.06 2.71 -0.98
N 0.01 2.01 -0.20
H 2.37 -0.12 0.75
H 2.14 -1.06 -0.57
H 2.50 0.73 -2.03
H 3.82 0.67 -0.87
H 3.18 2.96 -0.95
H 2.51 2.35 0.56
H 0.91 2.47 -2.04
H 0.94 3.79 -0.86
H -0.90 2.30 -0.54
H 0.07 2.34 0.76
C -2.64 -1.29 0.50
N -2.05 0.07 0.15
C -2.66 1.04 1.12
N -4.10 1.02 1.08
C -4.59 -0.31 1.42
N -4.08 -1.31 0.47
C -4.52 -0.95 -0.88
N -4.04 0.39 -1.25
C -2.60 0.42 -1.22
C -4.56 1.36 -0.28
H -2.28 -1.55 1.50
H -2.26 -2.00 -0.22
H -2.32 2.05 0.87
H -2.33 0.79 2.13
H -5.68 -0.31 1.38
H -4.28 -0.57 2.43
H -5.61 -0.95 -0.91
H -4.14 -1.68 -1.59
H -2.28 1.42 -1.49
H -2.19 -0.29 -1.94
H -5.64 1.33 -0.30
H -4.22 2.36 -0.54
C 0.19 -0.28 1.99
C 1.08 0.71 2.64
C 0.59 1.96 3.01
C 1.41 2.92 3.57
C 2.76 2.64 3.77
C 3.26 1.37 3.47
C 2.41 0.42 2.92
C 3.65 3.66 4.27
N 4.35 4.49 4.64
H -0.85 -0.18 2.29
H 0.54 -1.31 2.05
H -0.47 2.18 2.88
H 1.03 3.89 3.85
H 4.29 1.14 3.68
H 2.79 -0.59 2.74
S 0.01 -1.98 -1.20
Sb 0.03 -4.14 -0.32
C -1.69 -5.00 -1.12
C -1.57 -5.84 -2.23
C -2.71 -6.34 -2.83
C -3.96 -5.99 -2.35
C -4.08 -5.17 -1.23
C -2.95 -4.67 -0.61
C 1.74 -4.98 -1.14
C 2.61 -5.71 -0.33
C 3.77 -6.23 -0.89
C 4.06 -6.01 -2.23
C 3.18 -5.29 -3.03
C 2.01 -4.77 -2.49
C 0.04 -4.33 1.74
C -0.97 -5.08 2.35
C -0.92 -5.29 3.72
C 0.12 -4.77 4.47
C 1.13 -4.04 3.86
C 1.10 -3.82 2.49
H -0.59 -6.12 -2.61
H -2.63 -6.99 -3.69
H -4.85 -6.36 -2.84
H -5.06 -4.92 -0.84
H -3.05 -4.03 0.26
H 2.38 -5.89 0.71
H 4.46 -6.80 -0.27
H 4.98 -6.39 -2.65
H 3.40 -5.15 -4.08
H 1.34 -4.20 -3.11
H -1.78 -5.50 1.77
H -1.70 -5.87 4.20
H 0.15 -4.93 5.54
H 1.96 -3.65 4.44
H 1.90 -3.26 2.01
```